Below is a molecular structure, C15H16BN5O4S2V, with properties calculated with ωB97M-V/def2-TZVPD.

```
44
Properties=species:S:1:pos:R:3:forces:R:3:mulliken_spin:R:1
V -0.155 0.238 0.687 -0.7 1.1 -0.1 1.165
O 1.583 -0.305 0.450 0.9 -0.3 0.1 -0.028
C 2.571 -0.296 1.256 -0.3 -0.1 -0.5 0.023
C 2.438 -0.031 2.623 0.3 0.0 0.2 0.017
C 3.594 -0.096 3.437 -0.2 0.0 0.0 0.013
C 3.435 0.059 4.781 0.1 0.1 0.1 -0.004
C 2.185 0.260 5.364 -0.2 0.0 0.0 0.011
C 1.041 0.319 4.582 0.3 0.1 0.3 0.002
C 1.172 0.190 3.216 -0.8 0.0 -0.6 -0.004
O 0.045 0.229 2.446 0.6 -0.3 0.6 -0.037
N 4.633 -0.001 5.659 0.1 -0.2 0.1 0.001
O 5.695 -0.182 5.109 -0.1 0.1 0.0 0.000
O 4.438 0.114 6.847 0.0 0.0 -0.2 -0.001
H 3.536 -0.541 0.816 0.1 0.0 0.1 -0.003
H 4.578 -0.269 3.019 0.0 0.0 0.0 0.000
H 2.133 0.363 6.441 0.0 0.0 0.0 0.000
H 0.067 0.479 5.022 0.0 0.0 0.0 0.001
C -0.210 3.048 -3.189 -0.2 0.0 0.2 0.000
N -1.287 3.078 -2.189 0.0 0.0 -0.3 0.000
C -2.602 3.400 -2.455 0.2 0.0 0.0 0.000
C -3.271 3.318 -1.282 0.1 0.0 0.1 -0.001
N -2.368 2.964 -0.301 -0.2 -0.1 0.0 0.000
B -2.698 2.880 1.206 0.0 -0.1 0.1 -0.002
N -2.794 1.324 1.719 0.0 0.4 -0.2 -0.018
C -3.217 1.152 2.991 -0.1 -0.1 0.0 -0.003
C -3.308 -0.196 3.243 0.0 0.2 0.0 -0.020
N -2.918 -0.832 2.121 0.1 -0.3 0.0 -0.001
C -2.877 -2.291 1.944 -0.1 0.2 0.0 -0.001
C -2.583 0.105 1.186 0.0 -0.3 0.1 0.019
S -1.992 -0.351 -0.400 0.0 0.1 0.0 -0.093
C -1.179 2.814 -0.882 0.1 0.1 0.1 0.002
S 0.314 2.315 -0.125 -0.1 -0.4 -0.1 -0.034
H -0.646 3.314 -4.146 0.0 0.0 0.0 0.000
H 0.214 2.048 -3.245 0.0 0.0 0.0 0.000
H 0.559 3.769 -2.928 0.0 0.0 0.0 0.000
H -2.926 3.677 -3.443 0.0 0.0 0.0 0.000
H -4.302 3.515 -1.048 0.0 0.0 0.0 0.000
H -1.834 3.376 1.873 0.0 0.0 -0.1 0.000
H -3.794 3.329 1.387 0.1 0.0 0.0 -0.001
H -3.452 1.995 3.619 0.0 0.0 0.0 -0.001
H -3.645 -0.725 4.119 0.0 0.0 0.0 -0.001
H -3.216 -2.745 2.870 0.0 0.0 0.0 0.000
H -1.863 -2.617 1.730 0.0 0.0 0.0 0.001
H -3.538 -2.577 1.131 0.0 0.0 0.0 0.000
```
Forces are in eV/Å.

Values from the calculation:
* charge: +2
* E_LUMO (alpha / beta): -0.31313 / -0.30855 Ha
* 2S+1: 2
* <S²>: 0.7857
* gap between HOMO and LUMO (alpha / beta): 6.62 / 6.78 eV


Below is a molecular structure, C15H22NO4, with properties calculated with ωB97M-V/def2-TZVPD.

```
42
Properties=species:S:1:pos:R:3:forces:R:3:lowdin_charge:R:1
C -4.536 -1.453 -0.813 0.1 0.0 0.1 -0.037
O -3.495 -2.228 -0.173 0.5 0.8 1.0 -0.055
C -2.682 -1.624 0.734 0.1 -0.2 -0.5 -0.227
C -1.640 -2.418 1.276 -0.1 0.1 0.0 0.035
C -0.659 -1.833 2.055 0.2 -0.4 -0.6 -0.004
C -0.651 -0.451 2.283 1.3 0.8 0.0 -0.171
C 0.579 0.152 2.883 -5.3 -0.6 5.9 -0.079
O 0.354 1.374 3.449 0.1 -1.2 -1.5 -0.077
C 0.616 1.630 4.846 1.0 0.4 0.7 0.000
C -1.771 0.308 1.895 -0.2 0.0 -0.5 0.022
C -2.775 -0.266 1.122 0.0 0.0 0.1 0.020
H -4.989 -2.147 -1.524 0.1 0.2 0.2 0.101
H -5.289 -1.119 -0.084 0.3 -0.2 -0.2 0.104
H -4.120 -0.584 -1.347 0.0 -0.3 0.2 0.102
H -1.605 -3.474 1.018 -0.1 0.2 0.2 0.133
H 0.147 -2.424 2.491 -0.1 0.0 -0.4 0.135
H 1.177 -0.519 3.524 0.3 0.4 -0.9 0.164
H 0.202 2.622 5.042 0.0 -0.2 -0.3 0.107
H 0.153 0.923 5.555 0.0 -0.1 -0.8 0.116
H 1.700 1.664 5.021 -0.4 -0.1 0.0 0.083
H -1.849 1.351 2.190 0.1 -0.1 -0.2 0.131
H -3.613 0.337 0.773 0.3 -0.1 0.2 0.117
C 5.371 1.895 4.471 0.4 0.2 0.3 -0.026
O 4.842 1.930 3.141 -1.0 -0.5 0.2 -0.024
C 3.747 1.159 3.011 0.5 -0.1 0.5 -0.421
C 3.193 1.260 1.592 0.5 1.8 1.5 -0.237
C 4.301 1.116 0.524 0.0 0.0 0.2 -0.097
C 3.693 0.216 -0.547 -0.4 0.1 0.0 -0.127
C 2.341 -0.290 0.038 -0.8 -0.8 -1.4 -0.153
N 2.249 0.231 1.386 0.5 -0.7 0.2 0.017
O 3.296 0.483 3.925 0.3 0.7 -1.2 0.080
H 6.134 2.667 4.488 0.0 -0.1 0.1 0.101
H 4.583 2.102 5.199 0.2 0.0 -0.1 0.095
H 5.804 0.911 4.673 -0.1 0.2 0.0 0.106
H 2.748 2.286 1.532 0.3 -0.5 -0.1 0.179
H 4.560 2.106 0.142 0.1 -0.2 0.1 0.126
H 5.205 0.649 0.931 -0.3 0.3 0.1 0.127
H 3.514 0.790 -1.462 0.0 -0.3 0.1 0.115
H 4.361 -0.618 -0.782 -0.2 0.1 0.0 0.117
H 1.528 0.036 -0.628 0.0 0.0 0.3 0.122
H 2.348 -1.388 0.039 -0.2 0.2 0.1 0.116
H 1.285 0.439 1.863 2.2 0.5 -3.4 0.065
```
Forces are in eV/Å.

Values from the calculation:
* charge: +1
* E_LUMO: -0.19897 Ha
* energy relative to the best compared isomer or geometry (same formula, charge and spin): 108.1 kcal/mol
* gap between HOMO and LUMO: 6.85 eV


Below is a single CH2BNO molecule, with properties calculated with ωB97M-V/def2-TZVPD.

```
6
Properties=species:S:1:pos:R:3:forces:R:3:lowdin_charge:R:1
N -0.279 -2.245 1.010 -0.1 -0.4 0.1 0.149
C -0.173 -1.221 0.504 -0.3 0.1 -0.4 -0.133
B 0.111 0.211 0.044 -0.3 2.0 -1.6 -0.219
O -0.465 0.813 -1.143 0.6 -4.0 3.4 0.075
H 0.889 0.799 0.824 -0.8 -0.2 -1.1 0.088
H -0.082 1.644 -1.240 0.9 2.4 -0.4 0.040
```
Forces are in eV/Å.

Values from the calculation:
* charge: 0
* E_LUMO: -0.01472 Ha
* structure (SMILES): N#CBO
* energy relative to the best compared isomer or geometry (same formula, charge and spin): 8.5 kcal/mol
* gap between HOMO and LUMO: 11.78 eV


Below is a single C6H15IO2Si molecule, with properties calculated with ωB97M-V/def2-TZVPD.

```
25
Properties=species:S:1:pos:R:3:forces:R:3:lowdin_charge:R:1
C 1.905 1.011 -0.789 -1.0 -1.7 -1.1 -0.001
C 1.048 -0.299 -0.968 -1.3 0.5 2.4 -0.641
C 1.477 -1.452 -0.036 3.1 3.3 1.5 -0.037
C 0.966 -0.852 -2.325 2.6 -0.5 -2.9 -0.063
O -0.347 -0.101 -0.616 -0.5 0.2 2.1 -0.222
Si -1.114 0.138 0.898 -0.9 2.4 1.5 0.535
C -2.860 -0.182 0.348 -0.3 -0.9 -0.3 -0.185
C -0.682 1.979 1.453 -1.0 -2.0 2.0 -0.147
O -1.277 -0.304 2.793 0.9 -0.5 -2.9 -0.995
I -1.961 -2.062 3.426 0.2 0.5 -0.3 0.780
H 2.892 0.582 -0.774 0.9 0.4 -0.8 0.072
H 1.683 1.785 -1.585 0.5 -0.9 1.1 0.115
H 1.827 1.339 0.225 -0.6 0.7 0.5 0.050
H 2.322 -1.822 -0.630 -0.1 -1.2 1.1 0.093
H 0.656 -2.012 0.268 -1.2 -1.9 -0.6 0.048
H 1.805 -1.075 1.044 0.0 -0.3 -2.2 0.133
H 0.674 -1.888 -2.361 -0.3 -0.4 0.3 0.085
H 0.314 -0.329 -2.974 -0.9 0.8 -0.4 0.073
H 1.953 -0.841 -2.933 -1.1 0.1 1.3 0.127
H -3.184 -1.279 0.310 0.5 1.6 0.1 0.053
H -3.576 0.411 0.928 0.1 -0.3 0.2 0.037
H -2.862 0.247 -0.662 -0.2 -0.4 0.0 0.029
H 0.262 1.985 1.972 0.6 -0.4 0.5 0.008
H -0.515 2.707 0.726 -0.4 1.0 -1.6 -0.002
H -1.405 2.316 2.262 0.6 -0.4 -1.2 0.055
```
Forces are in eV/Å.

Values from the calculation:
* charge: 0
* E_LUMO: -0.01498 Ha
* structure (SMILES): CC(C)(C)O[Si](C)(C)OI
* energy relative to the best compared isomer or geometry (same formula, charge and spin): 32.4 kcal/mol
* gap between HOMO and LUMO: 8.63 eV


Below is 2 unconnected molecules or ions with the total composition C3H9NO, with properties calculated with ωB97M-V/def2-TZVPD.

```
14
Properties=species:S:1:pos:R:3:forces:R:3:lowdin_charge:R:1
C -1.800 -0.396 -0.890 0.0 2.6 1.4 -0.060
C -2.259 -0.286 0.583 1.6 -0.3 1.5 -0.295
O -1.967 -1.123 1.441 -0.9 1.4 -1.8 -0.007
H -2.629 -0.426 -1.582 -0.2 -0.6 -0.2 0.063
H -1.332 0.621 -1.108 -0.4 -1.1 0.3 0.087
H -1.018 -1.123 -0.962 0.0 -0.7 -0.3 0.061
H -2.644 0.740 0.963 0.0 -1.3 -0.8 0.127
C 1.625 0.526 0.657 -0.5 1.6 -0.6 -0.198
N 2.090 -0.109 -0.559 -0.5 0.4 -0.7 -0.070
H 2.410 1.065 1.231 -0.5 0.2 -0.4 0.070
H 0.685 1.210 0.448 1.9 -1.5 0.7 0.100
H 1.436 -0.349 1.206 -1.3 -0.6 1.6 0.046
H 2.672 0.472 -1.101 0.4 1.3 -1.0 0.036
H 2.732 -0.820 -0.326 0.5 -1.3 0.5 0.041
```
Forces are in eV/Å.

Values from the calculation:
* charge: 0
* E_LUMO: 0.03768 Ha
* structure (SMILES): CC=O.CN
* energy relative to the best compared isomer or geometry (same formula, charge and spin): 45.0 kcal/mol
* gap between HOMO and LUMO: 10.59 eV


Below is a single C5H4OS2 molecule, with properties calculated with ωB97M-V/def2-TZVPD.

```
12
Properties=species:S:1:pos:R:3:forces:R:3:mulliken_spin:R:1
C 2.333 -1.412 0.534 -0.8 4.9 -1.9 -0.002
C 1.998 -0.255 0.213 -2.3 -2.7 1.1 0.002
C -1.601 1.221 -1.501 4.8 1.4 -3.6 0.637
C 0.823 0.666 0.456 1.8 0.2 -1.0 0.019
C 0.749 0.939 1.787 1.8 -0.5 -2.4 0.023
O -2.811 -0.045 0.407 0.1 0.1 -0.8 0.506
S 0.159 1.300 -1.399 -0.9 -0.9 3.4 0.274
S -2.928 1.088 -0.603 -3.6 -0.5 4.1 0.538
H 2.957 -2.204 0.575 1.4 -2.4 0.3 0.001
H -1.897 2.009 -2.239 0.4 -0.9 0.0 0.002
H 1.661 0.482 2.258 -1.6 0.5 0.2 0.000
H 0.182 1.664 2.283 -1.1 0.7 0.5 0.000
```
Forces are in eV/Å.

Values from the calculation:
* charge: 0
* E_LUMO (alpha / beta): -0.00219 / -0.09118 Ha
* 2S+1: 3
* <S²>: 2.0110
* gap between HOMO and LUMO (alpha / beta): 7.03 / 7.11 eV